Entry 1:
A structure of composition C17H34AsF5N9ORhSSi2Te, computed with the ωB97M-V functional and the def2-TZVPD basis.

XYZ file:
```
72
Properties=species:S:1:pos:R:3:forces:R:3
Rh 0.935 0.036 0.101 0.1421 0.0366 0.2956
C -5.141 -3.055 0.518 -0.0015 -0.0224 0.0213
C -4.080 -2.090 1.011 0.0474 -0.0051 0.0860
N -3.681 -1.150 -0.052 0.0355 0.0132 -0.0339
C -2.357 -0.708 -0.062 0.0483 0.0032 0.0058
S -1.368 -2.070 -0.658 -0.1729 -0.0126 0.0286
N -2.063 0.507 0.159 0.0443 -0.0409 -0.0629
N -0.812 1.022 0.068 -0.0439 0.2204 0.0528
C -0.724 2.322 0.478 0.0105 -0.0127 -0.0144
C -1.919 3.218 0.542 0.0182 -0.0318 -0.0043
C 0.562 2.773 0.815 -0.0185 -0.0104 -0.0121
C 0.894 4.119 1.123 -0.0032 -0.0264 -0.0016
C 2.173 4.450 1.470 0.0202 -0.0238 -0.0065
C 3.166 3.452 1.505 -0.0537 0.0375 0.0009
C 2.801 2.169 1.170 0.0747 -0.0494 -0.0033
N 1.557 1.818 0.842 0.0429 -0.0091 -0.0312
H -5.431 -3.738 1.317 -0.0008 0.0081 -0.0036
H -4.764 -3.642 -0.320 0.0035 -0.0032 -0.0032
H -6.034 -2.523 0.184 -0.0022 0.0110 -0.0019
H -3.190 -2.628 1.347 -0.0498 -0.0021 -0.0359
H -4.440 -1.531 1.880 0.0358 -0.0146 0.0087
H -4.296 -0.349 -0.112 -0.0422 -0.0303 -0.0480
H -2.814 2.640 0.745 -0.0164 -0.0054 0.0067
H -2.066 3.736 -0.411 -0.0015 -0.0041 -0.0019
H -1.806 3.969 1.321 0.0029 -0.0051 -0.0002
H 0.127 4.877 1.069 0.0041 0.0074 0.0098
H 2.423 5.476 1.706 -0.0044 -0.0002 0.0031
H 4.189 3.672 1.772 0.0023 0.0021 -0.0034
H 3.540 1.378 1.138 -0.0303 -0.0093 -0.0103
F 0.285 -4.956 3.669 0.0586 0.1281 0.0274
Te 0.267 -3.121 3.061 0.0371 -0.2766 -0.1310
F 0.942 -3.783 1.290 0.0124 -0.0029 0.1087
F -1.366 -3.657 2.308 -0.0052 0.1417 -0.0682
F -0.856 -2.608 4.546 -0.0501 0.0211 -0.0583
F -0.205 -1.418 2.078 0.0107 0.0688 0.0231
O 0.083 -1.675 -0.732 0.2252 -0.0859 0.0266
N 3.720 -4.359 0.300 -0.0689 -0.0133 0.0956
N 3.474 -3.051 0.678 0.2152 -0.1195 0.1468
N 3.828 -2.554 1.846 -0.0174 -0.1914 -0.1552
C 3.334 -1.334 1.756 -0.0864 0.2880 0.0000
N 2.717 -1.128 0.584 -0.1950 -0.3419 -0.1422
N 2.842 -2.258 -0.101 -0.1036 0.4207 -0.0976
H 3.932 -4.852 1.164 0.0463 0.0143 -0.0396
H 2.820 -4.701 -0.032 0.0036 -0.0625 0.0377
H 3.427 -0.594 2.533 -0.0884 -0.0225 0.0318
C 4.392 2.125 -4.185 -0.0287 -0.0171 0.0028
Si 4.179 0.710 -2.978 0.0837 -0.0153 0.0341
C 5.225 1.016 -1.454 -0.0231 -0.0057 -0.0149
C 4.652 -0.928 -3.755 -0.0272 0.0081 -0.0147
As 1.949 0.537 -2.253 -0.0691 0.0063 -0.0712
Si 0.710 -0.222 -4.105 -0.0530 -0.0055 -0.0497
C -1.053 0.315 -3.768 0.0126 -0.0055 0.0346
C 0.867 -2.088 -4.134 0.0172 0.0340 0.0213
C 1.292 0.497 -5.737 0.0119 -0.0032 0.0404
H 5.450 2.254 -4.430 0.0041 -0.0107 -0.0005
H 4.030 3.061 -3.756 0.0059 0.0013 0.0004
H 3.849 1.947 -5.114 -0.0006 0.0037 0.0091
H 6.285 1.052 -1.719 -0.0033 0.0094 -0.0058
H 5.090 0.218 -0.720 -0.0136 -0.0073 -0.0024
H 4.961 1.964 -0.980 0.0020 -0.0010 -0.0065
H 5.708 -0.930 -4.036 0.0006 0.0137 0.0036
H 4.065 -1.128 -4.654 0.0102 0.0088 -0.0060
H 4.484 -1.753 -3.059 -0.0017 0.0111 0.0117
H -1.347 0.098 -2.738 0.0127 0.0008 -0.0396
H -1.751 -0.193 -4.438 0.0034 0.0025 -0.0093
H -1.159 1.391 -3.920 -0.0048 -0.0032 0.0095
H 0.687 -2.510 -3.145 -0.0122 -0.0051 -0.0074
H 1.868 -2.390 -4.449 -0.0020 -0.0022 0.0058
H 0.147 -2.517 -4.835 -0.0002 -0.0002 -0.0041
H 1.296 1.589 -5.716 -0.0033 -0.0009 0.0012
H 0.622 0.181 -6.540 -0.0076 -0.0093 0.0043
H 2.297 0.156 -5.992 0.0007 0.0056 0.0070
```
Positions in Å, forces in eV/Å.

For the HOMO-LUMO gap (spin up / spin down), the calculation gives 6.5 / 6.1 eV. The energy relative to the best compared isomer or geometry (same formula, charge and spin) is 40.68 kcal per mole. The HOMO energy (spin up / spin down) is -6.06 / -8.20 eV. As for the total charge: 0. As for the spin multiplicity: 5. The expectation value of S² is 6.030.

=====

Entry 2:
A structure of composition C17H34BBr2Cl7FLiMgN2O9P2 in a non-equilibrium geometry, computed with the ωB97M-V functional and the def2-TZVPD basis.

XYZ file:
```
77
Properties=species:S:1:pos:R:3:forces:R:3
C 2.985 -0.507 2.289 -0.4810 -0.5724 0.8751
C 1.481 0.205 2.300 0.8345 -0.6170 -0.4500
Br 1.477 1.365 3.978 -0.2454 -0.6690 -0.7903
C 1.205 1.193 1.023 0.5956 0.3200 0.5614
C -0.016 0.734 0.031 -1.4497 -1.2019 -0.4379
P 0.768 0.832 -1.752 3.1779 -1.0764 -2.3728
N 1.791 -0.451 -1.935 -1.0434 2.7200 0.0317
O 1.785 2.258 -1.955 -1.9362 -1.5329 0.2102
O -0.438 0.903 -3.013 1.0793 0.5886 3.4409
O -0.343 -0.730 0.090 1.3984 1.4381 -0.2622
B -1.752 -1.118 -0.267 1.8609 3.2808 3.1671
C -2.197 -2.193 0.919 -0.6757 -1.5563 0.8871
C -3.650 -2.909 0.667 -1.0269 2.0746 2.3416
O -3.588 -4.297 0.182 2.3870 -2.4313 3.0112
C -3.060 -5.223 1.196 -2.6455 1.5931 4.3416
O -3.375 -5.251 2.494 2.3405 0.4099 -7.9668
P -2.010 -2.201 -1.852 -0.0842 -0.2433 -4.5684
O -2.609 -1.205 -3.194 2.7716 -1.6071 1.2719
Cl -0.127 -3.070 -2.479 -1.8290 1.1276 0.7448
O -2.406 0.214 -0.309 0.5933 1.1826 -0.2870
C -1.535 1.294 0.263 -0.4085 -0.7670 2.1273
C -1.778 1.200 1.882 0.0253 1.0090 0.8636
C -3.339 1.340 2.361 0.3574 0.7479 1.1844
N -4.171 0.079 2.199 -1.2124 1.6727 -0.6783
C -1.958 2.806 -0.189 -0.6983 0.5177 -0.6730
C -0.726 3.786 -0.637 -0.6752 -0.7333 -1.6752
F -1.189 5.190 -0.499 1.1231 -2.7945 0.0159
H 3.402 -0.696 1.209 -0.9756 0.4473 2.0746
H 3.749 0.108 2.966 -1.7292 -1.2669 -1.7862
H 2.828 -1.558 2.831 0.5446 2.2291 -1.2555
H 0.662 -0.607 2.494 1.5697 1.7997 -0.6509
H 2.228 1.245 0.411 -2.3667 -0.1735 1.2512
H 1.025 2.282 1.478 0.1540 -2.4458 -1.2969
H 2.779 -0.072 -2.083 -1.7871 -0.8231 0.3354
H 2.519 2.051 -2.616 -1.7477 0.2681 0.8173
H -1.237 1.340 -2.607 0.6849 -0.6490 -0.6263
H -1.353 -3.035 0.910 -1.3443 1.2891 0.0264
H -2.222 -1.724 1.997 0.0935 -0.8549 -2.2295
H -4.231 -2.913 1.706 1.1949 -0.0094 -2.3109
H -4.305 -2.233 -0.051 1.3745 -1.9551 1.1059
H -2.265 -6.023 0.816 -2.1451 1.2678 -0.0666
H -1.845 -1.126 -3.846 -1.2720 0.0306 0.9571
H -1.179 2.115 2.360 -1.3236 -1.8932 -0.9109
H -1.346 0.235 2.393 -0.8274 1.8118 -1.3360
H -3.307 1.555 3.536 0.0780 -0.4041 -2.5094
H -3.928 2.236 1.892 1.6854 -1.5010 0.7532
H -4.555 0.149 1.209 0.6862 -0.3769 1.4868
H -5.031 0.258 2.802 1.3706 -0.4389 -0.9471
H -2.570 3.401 0.645 1.5653 -1.7154 -1.6615
H -2.722 2.712 -1.102 1.6968 0.2065 1.9019
H -0.559 3.600 -1.805 -0.1984 0.7633 2.5423
H 0.304 3.566 -0.129 -2.1508 0.9720 -0.5731
C 0.174 -7.026 -2.610 0.5907 -0.5095 -0.7787
Cl -1.044 -6.378 -1.498 -0.3215 0.0994 0.2829
Cl -0.273 -6.685 -4.290 0.0641 -0.0939 0.6280
Cl 1.772 -6.354 -2.243 -0.7371 -0.5530 -0.2250
H 0.218 -8.110 -2.478 -0.1767 0.3392 -0.0023
Li -0.731 -5.221 1.508 0.4365 0.4371 -0.0958
Mg 4.369 1.296 -2.972 1.2219 -0.2111 -0.2416
O -2.608 -6.539 -6.694 -1.1675 0.0997 -0.7679
H -1.854 -6.580 -6.134 1.1168 -0.0438 0.7510
C 8.319 3.206 -1.231 -0.2961 -0.2139 -0.3286
C 7.444 2.886 -0.048 -1.2892 -0.7555 -0.1663
O 6.389 2.269 -0.183 1.1986 0.7138 0.0978
C 7.911 3.350 1.306 -0.4167 -0.1992 0.2567
H 7.857 2.810 -2.141 0.0961 0.0826 0.2115
H 8.423 4.289 -1.334 0.2015 -0.0810 0.0759
H 9.299 2.739 -1.105 0.0236 0.2258 0.0281
H 7.997 4.440 1.316 0.2131 -0.0881 -0.0068
H 8.873 2.890 1.545 0.0401 0.2212 -0.0529
H 7.181 3.049 2.064 0.1547 0.0599 -0.1973
Br 2.869 -4.083 -1.207 0.4383 0.8419 0.5686
C -6.142 4.567 1.553 -0.0289 0.1737 0.0262
Cl -7.413 5.310 0.567 0.1748 -0.1018 0.1810
Cl -6.303 2.802 1.548 -0.2651 0.1980 -0.0095
Cl -4.540 5.047 0.968 -0.2717 0.0442 0.1211
H -6.254 4.920 2.581 0.0361 -0.1435 -0.3611
```
Positions in Å, forces in eV/Å.

For the HOMO-LUMO gap, the calculation gives 1.9 eV. The HOMO energy is -6.93 eV. As for the total charge: 0.

=====

Entry 3:
A structure of composition C17H34BiNO2P2 in a non-equilibrium geometry, computed with the ωB97M-V functional and the def2-TZVPD basis.

XYZ file:
```
57
Properties=species:S:1:pos:R:3:forces:R:3
C 0.925 -1.219 -4.545 -0.1785 0.0298 -0.2945
C 0.980 -1.002 -3.147 -0.1299 0.2183 0.2581
N -0.178 -1.061 -2.413 -0.0635 0.4599 -0.3290
C -1.368 -1.140 -3.022 0.6019 -0.4074 -1.0990
C -1.460 -1.314 -4.409 -0.6391 0.2496 0.5029
C -0.298 -1.358 -5.179 0.4419 -0.1986 0.2902
C 2.210 -0.579 -2.522 -0.0182 -1.1873 0.4388
P 2.343 -0.621 -0.735 1.1541 0.4794 -1.3192
Bi -0.026 -1.303 0.370 0.1891 0.6570 -2.4805
P -2.387 -0.341 -0.528 -1.2824 0.4701 -0.7387
C -2.650 -1.096 -2.200 0.1781 -0.2372 0.3711
O 1.794 2.010 -3.319 1.1335 -0.1908 -0.6569
O -0.593 2.688 -2.552 0.5129 -0.0524 -1.0874
H 1.869 -1.220 -5.090 -0.3095 -0.0235 -0.0163
H -2.454 -1.404 -4.842 0.2239 0.0400 -0.1214
H -0.355 -1.521 -6.259 0.0398 0.0957 0.3666
C 3.531 -1.892 -0.158 0.4776 0.0028 -0.0527
C 3.094 0.976 -0.267 0.3013 0.1183 0.3925
H -3.417 -0.505 -2.734 0.2491 -0.3563 0.1739
H -3.027 -2.127 -2.053 0.0700 0.4089 -0.0954
H 2.150 1.066 -3.161 -0.6736 0.5091 0.3455
H 3.127 -0.747 -3.114 -0.3490 -0.0442 0.3511
C -3.781 -0.928 0.478 -0.6463 0.0664 -0.0821
C -2.670 1.411 -0.882 -0.2787 0.4532 0.1408
H 0.054 3.563 -0.965 0.3101 -0.0032 1.0863
H -1.025 3.241 -3.220 0.3837 -0.3129 0.1155
H 0.311 2.388 -2.913 -1.1108 0.5076 0.1998
H 2.317 2.367 -4.055 -0.3559 0.0042 0.3123
H -0.116 -3.063 0.621 0.0573 -2.1540 1.2281
H 0.276 3.554 -0.225 -0.1143 0.1723 -0.5292
H 4.504 -1.771 -0.656 -0.1504 -0.0896 0.1342
H 3.675 -1.780 0.930 -0.0509 -0.0806 -0.3453
H 3.144 -2.899 -0.370 0.0838 0.3773 0.0721
H 4.193 0.911 -0.340 -0.2935 0.1315 0.0118
H 2.727 1.771 -0.935 0.0691 -0.3887 0.3035
H 2.809 1.203 0.772 0.2131 0.0645 -0.3037
H -3.673 1.544 -1.328 0.2676 -0.0017 0.1980
H -2.606 1.972 0.065 -0.0561 -0.1175 -0.3579
H -1.903 1.817 -1.580 -0.4365 -0.4953 0.5478
H -4.745 -0.704 0.000 0.0877 -0.0761 0.1938
H -3.702 -2.014 0.632 0.0164 0.3501 -0.0289
H -3.738 -0.425 1.455 -0.0116 -0.1810 -0.2710
C 1.249 -0.616 5.256 0.3289 -0.1257 -0.0579
C 0.013 0.137 4.751 -0.1478 -0.3180 0.4307
C -1.221 -0.614 5.275 -0.3170 -0.1516 -0.0637
C 0.007 1.577 5.248 0.0276 0.1782 0.0966
C 0.000 0.099 3.293 0.0045 -0.2620 -1.9765
C -0.008 0.020 2.060 0.0942 0.9000 3.7702
H 1.244 -0.667 6.348 -0.0304 0.0776 -0.0346
H 2.172 -0.125 4.936 -0.0911 -0.0660 0.0073
H 1.247 -1.643 4.872 0.0435 0.2011 0.0437
H -1.198 -0.670 6.369 0.0316 0.0796 -0.1195
H -2.149 -0.113 4.974 0.1701 -0.1081 0.0249
H -1.232 -1.641 4.886 -0.0423 0.2733 0.0766
H 0.888 2.112 4.895 0.0156 0.0500 -0.0439
H -0.882 2.100 4.900 -0.0070 0.0440 -0.0462
H 0.010 1.599 6.337 0.0062 -0.0400 0.0661
```
Positions in Å, forces in eV/Å.

For the HOMO-LUMO gap, the calculation gives 6.3 eV. The energy relative to the best compared isomer or geometry (same formula, charge and spin) is 0.00 kcal per mole. The HOMO energy is -5.69 eV. As for the total charge: 0.

=====

> What is the total charge in the first record?

0

=====

> total charge of number 3 (C17H34BiNO2P2)?

0

=====

> What is the formula in the first record?

C17H34AsF5N9ORhSSi2Te